Molecular formula: C3H13N3
Method: DFT, the ωB97M-V functional and the def2-TZVPD basis

Positions of all 19 atoms, in Å:
1 C -1.17419 0.02149 -0.23758
2 C -2.58126 -0.04071 0.32442
3 N -0.57576 1.23158 -0.41571
4 N -1.00140 -0.83804 -1.35893
5 H -0.41953 -0.67604 0.86371
6 H 0.70844 1.05921 0.11391
7 H -1.05983 -1.81884 -1.12199
8 H -1.02435 1.93659 0.16306
9 H -0.14568 -0.63551 -1.85841
10 H -3.26704 0.40693 -0.39937
11 H -2.89058 -1.07079 0.49901
12 H -2.64136 0.50871 1.26434
13 C 2.69338 -0.17764 -0.09988
14 N 1.63748 0.44591 0.70065
15 H 2.00092 1.00054 1.46881
16 H 0.87063 -0.31108 1.04139
17 H 2.22760 -0.81866 -0.84831
18 H 3.29093 0.57871 -0.61135
19 H 3.35160 -0.80234 0.51221

The calculation puts the LUMO energy at 0.8 eV. The electronic energy comes out at -286.258399 Eh. Its spin multiplicity is 1. The value obtained for the highest occupied orbital energy is -7.3822 eV.

natural (NBO) analysis output, partial charges in e: C 0.3425; C -0.6446; N -0.9487; N -0.8492; H -0.1905; H 0.4338; H 0.3604; H 0.3430; H 0.3661; H 0.2167; H 0.2105; H 0.2082; C -0.4088; N -0.8282; H 0.3877; H 0.3992; H 0.2058; H 0.2033; H 0.1928

***

Molecular formula: C2HFeLiO2
Method: DFT, the ωB97M-V functional and the def2-TZVPD basis

Positions of all 7 atoms, in Å:
1 O -0.58869 -1.22774 -0.01881
2 C -0.87044 -0.31054 0.72011
3 Fe 1.38996 -1.89614 -0.11923
4 Li 0.45051 -0.19394 -1.80563
5 H -0.84994 -0.13107 1.77772
6 C -0.00118 1.35668 -0.27816
7 O 0.46979 2.40275 -0.27600

The calculation puts the LUMO energy (alpha / beta) at -18.4 / -18.9 eV. The electronic energy comes out at -1496.959382 Eh. Its spin multiplicity is 6. Its total charge is +3. The value obtained for the highest occupied orbital energy (alpha / beta) is -23.9589 / -28.7794 eV.

natural (NBO) analysis output, partial charges in e: O -0.6673; C 0.6272; Fe 1.5389; Li 0.9379; H 0.3140; C 0.3930; O -0.1436

***

Molecular formula: C24H37NO7RuSSi
Method: DFT, the ωB97M-V functional and the def2-TZVPD basis

Positions of all 72 atoms, in Å:
1 Ru -0.05011 1.26009 -0.12696
2 C 2.66948 0.85293 1.68494
3 O 2.32813 0.77209 0.30885
4 C 2.55145 -0.51347 -0.24861
5 C 2.32509 -0.39940 -1.75778
6 O 1.00929 0.03772 -2.06898
7 C 0.04156 -0.99984 -2.21667
8 C -1.23876 -0.38601 -2.78934
9 O -1.79288 0.59475 -1.90039
10 C -3.19447 0.40977 -1.67148
11 H 3.73614 0.63862 1.82025
12 H 2.43893 1.87073 1.99637
13 H 2.07550 0.14847 2.27559
14 H 3.58261 -0.83448 -0.04983
15 H 1.85689 -1.24213 0.19645
16 H 2.99148 0.36690 -2.16524
17 H 2.53584 -1.35759 -2.24341
18 H 0.42416 -1.75872 -2.91339
19 H -0.18987 -1.46999 -1.25106
20 H -1.02167 0.09117 -3.75388
21 H -1.95743 -1.19837 -2.93837
22 H -3.74789 0.69059 -2.57096
23 H -3.40632 -0.62688 -1.40715
24 H -3.46399 1.04522 -0.83337
25 C -1.92168 3.01122 -3.91583
26 Si -1.57285 3.26601 -2.07749
27 C -2.90584 3.94617 -0.92436
28 C 0.23340 3.34713 -1.51640
29 C 1.29881 3.15096 -2.41538
30 C 2.60568 3.35777 -2.01166
31 C 2.89164 3.74250 -0.70810
32 C 1.86138 3.93363 0.20058
33 C 0.53863 3.75648 -0.18896
34 H -1.86648 3.95889 -4.44949
35 H -2.92646 2.62182 -4.07012
36 H -1.22066 2.33390 -4.40178
37 H -2.80854 5.02258 -0.78477
38 H -2.85790 3.47964 0.06137
39 H -3.90491 3.76949 -1.32151
40 H 1.09869 2.87388 -3.44184
41 H 3.40851 3.23522 -2.72254
42 H 3.91350 3.91677 -0.40943
43 H 2.07531 4.25960 1.20613
44 H -0.25101 4.06010 0.49242
45 C 2.52966 -6.35994 1.72459
46 C 1.49780 -5.28723 1.67034
47 C 1.34193 -4.38464 2.72242
48 C 0.42515 -3.35110 2.64584
49 C -0.35179 -3.21818 1.50764
50 C -0.22816 -4.11196 0.45679
51 C 0.68287 -5.14941 0.54660
52 S -1.26007 -1.71418 1.23964
53 O -2.07778 -1.81136 0.06342
54 O -0.17071 -0.73559 1.14715
55 N -2.21817 -1.36991 2.52979
56 C -1.80233 -0.48090 3.59274
57 C -2.15744 1.00015 3.36411
58 C -1.45298 1.48394 2.11285
59 O -0.25889 1.83932 2.16853
60 O -2.08779 1.49759 1.02021
61 H 2.79499 -6.61511 2.74592
62 H 3.43716 -6.02193 1.22330
63 H 2.18685 -7.25145 1.20713
64 H 1.95776 -4.48500 3.60369
65 H 0.31211 -2.65537 3.46183
66 H -0.85400 -3.99131 -0.41338
67 H 0.76707 -5.86030 -0.26236
68 H -3.19102 -1.31722 2.27389
69 H -0.71647 -0.57314 3.67922
70 H -2.27049 -0.81582 4.52331
71 H -1.79390 1.57166 4.21866
72 H -3.23371 1.13248 3.24973

The calculation puts the LUMO energy (alpha / beta) at -6.7 / -6.6 eV. The electronic energy comes out at -2300.102993 Eh. Its spin multiplicity is 1. Its total charge is +2. The value obtained for the highest occupied orbital energy (alpha / beta) is -14.2141 / -14.2171 eV.

Löwdin analysis output, partial charges in e: Ru 1.3278; C -0.0608; O -0.2621; C -0.1741; C -0.1362; O -0.2047; C -0.1629; C -0.1391; O -0.3296; C -0.0719; H 0.1119; H 0.0824; H 0.0920; H 0.1482; H 0.1149; H 0.1339; H 0.1433; H 0.1504; H 0.0906; H 0.1325; H 0.1453; H 0.1049; H 0.0885; H 0.0764; C -0.1399; Si 0.9848; C -0.1368; C -0.3513; C -0.0874; C -0.0453; C -0.0216; C -0.0605; C -0.1482; H 0.0575; H 0.0485; H 0.0366; H 0.0588; H 0.0256; H 0.0541; H 0.1149; H 0.1249; H 0.1291; H 0.1265; H 0.1134; C -0.0300; C -0.2470; C -0.0063; C -0.0478; C -0.2804; C -0.0506; C -0.0090; S 0.7197; O -0.2726; O -0.3730; N -0.0990; C -0.1951; C -0.0546; C -0.6621; O -0.0056; O -0.0817; H 0.0883; H 0.0971; H 0.0902; H 0.1257; H 0.1115; H 0.1142; H 0.1262; H 0.1323; H 0.1166; H 0.1381; H 0.1372; H 0.1324

***

Molecular formula: C18H32GaN7O3P2Se
Method: DFT, the ωB97M-V functional and the def2-TZVPD basis

Positions of all 64 atoms, in Å:
1 Ga -1.46313 0.04901 -0.10634
2 C 2.76692 -3.25375 1.45428
3 N 1.56154 -2.47325 1.76329
4 C 0.90270 -2.82810 3.03031
5 P 1.29559 -1.00049 1.14669
6 O -0.17504 -0.65703 1.16417
7 O 1.79459 -1.16145 -0.38753
8 P 1.07136 -0.76095 -1.77199
9 O -0.08163 0.18085 -1.44707
10 N 2.12252 0.00060 -2.73839
11 C 3.29931 -0.72149 -3.23867
12 C 2.24452 1.45873 -2.76644
13 N 0.70888 -2.19442 -2.44502
14 C 0.30313 -3.36207 -1.65410
15 C 0.08736 -2.13716 -3.78150
16 N 2.14295 0.21634 1.83474
17 C 3.51714 -0.01278 2.29503
18 C 1.89237 1.59353 1.40420
19 H 3.49987 -3.19091 2.26066
20 H 3.22012 -2.90510 0.52919
21 H 2.48551 -4.29979 1.33236
22 H 1.61928 -2.83360 3.85348
23 H 0.46397 -3.82159 2.94093
24 H 0.10765 -2.12017 3.25226
25 H 3.12924 -1.79410 -3.19656
26 H 4.18619 -0.47627 -2.64984
27 H 3.48261 -0.43535 -4.27421
28 H 1.36892 1.91746 -2.31552
29 H 2.32411 1.79209 -3.80129
30 H 3.13969 1.78566 -2.23201
31 H 0.72205 -3.31470 -0.65091
32 H 0.67871 -4.25981 -2.14477
33 H -0.78468 -3.43208 -1.58189
34 H 0.36462 -1.21344 -4.28563
35 H -1.00102 -2.19340 -3.70713
36 H 0.44196 -2.97811 -4.37657
37 H 3.61640 -1.01354 2.70897
38 H 3.74067 0.70447 3.08360
39 H 4.24559 0.11711 1.48969
40 H 0.88349 1.69361 1.00846
41 H 2.60645 1.90491 0.63628
42 H 1.99280 2.25732 2.26276
43 N -2.50948 1.45940 -1.36574
44 C -3.10276 2.50432 -0.56114
45 C -3.79924 3.56699 -1.06517
46 C -4.37423 4.51799 -0.19934
47 C -4.24872 4.38761 1.15526
48 C -3.51456 3.31209 1.70412
49 C -3.32157 3.12329 3.08845
50 C -2.56539 2.06895 3.53327
51 C -1.99472 1.19862 2.60327
52 N -2.16644 1.34044 1.29835
53 C -2.92464 2.37263 0.82968
54 H -3.24037 0.87555 -1.77332
55 H -1.99336 1.84624 -2.14969
56 H -3.92134 3.67834 -2.13603
57 H -4.92579 5.34734 -0.61920
58 H -4.70538 5.10542 1.82437
59 H -3.77480 3.81541 3.78722
60 H -2.39879 1.90429 4.58768
61 H -1.38090 0.36569 2.91730
62 Se -3.98358 -3.85761 -0.42017
63 C -3.13577 -2.39706 -0.44621
64 N -2.54347 -1.36271 -0.49090

The calculation puts the LUMO energy at -6.1 eV. The electronic energy comes out at -6322.840942 Eh. Its spin multiplicity is 1. Its total charge is +2. The value obtained for the highest occupied orbital energy is -13.3430 eV.

natural (NBO) analysis output, partial charges in e: Ga 1.9063; C -0.4130; N -0.8105; C -0.4066; P 2.5617; O -1.1761; O -1.0964; P 2.5474; O -1.1816; N -0.8017; C -0.4144; C -0.4054; N -0.8030; C -0.4111; C -0.4176; N -0.8014; C -0.4118; C -0.4064; H 0.2077; H 0.2235; H 0.2271; H 0.2104; H 0.2280; H 0.2184; H 0.2295; H 0.2063; H 0.2257; H 0.2174; H 0.2241; H 0.2027; H 0.2124; H 0.2260; H 0.2151; H 0.2218; H 0.2098; H 0.2287; H 0.2180; H 0.2295; H 0.2014; H 0.2018; H 0.2021; H 0.2293; N -0.8711; C 0.0804; C -0.1623; C -0.1753; C -0.1434; C -0.1045; C -0.0424; C -0.2649; C 0.1331; N -0.6131; C 0.2290; H 0.4315; H 0.4253; H 0.2417; H 0.2516; H 0.2454; H 0.2487; H 0.2573; H 0.2330; Se 0.1084; C 0.1661; N -0.9495

***

Molecular formula: C5H6O
Method: DFT, the ωB97M-V functional and the def2-TZVPD basis

Positions of all 12 atoms, in Å:
1 C 1.36077 0.80670 -1.05254
2 C 0.16153 0.29993 -0.33858
3 C -0.65332 -0.77202 -0.49721
4 C -1.32681 -0.94882 0.75096
5 C -0.81542 -0.03050 1.60511
6 O 0.02067 0.80134 0.92303
7 H 1.26592 1.83425 -1.41238
8 H 1.62102 0.13812 -1.87630
9 H 2.17715 0.78613 -0.32410
10 H -0.73264 -1.45785 -1.33078
11 H -2.20810 -1.55469 0.87002
12 H -0.87077 0.09741 2.68277

The calculation puts the LUMO energy at 1.1 eV. The electronic energy comes out at -269.328643 Eh. Its structure (SMILES) is Cc1ccco1. Its spin multiplicity is 1. The value obtained for the highest occupied orbital energy is -8.4538 eV.

natural (NBO) analysis output, partial charges in e: C -0.6517; C 0.2854; C -0.3215; C -0.3144; C 0.0816; O -0.4198; H 0.2248; H 0.2266; H 0.2281; H 0.2273; H 0.2270; H 0.2067

***

Molecular formula: C32H38N2O5
Method: DFT, the ωB97M-V functional and the def2-TZVPD basis

Positions of all 77 atoms, in Å:
1 C 7.97899 -3.41995 -1.84973
2 C 6.65942 -2.99767 -1.28399
3 C 6.28714 -1.64285 -1.29841
4 C 5.08818 -1.21904 -0.78037
5 C 4.08454 -2.17568 -0.32723
6 O 2.87729 -1.86403 -0.14780
7 C 4.56440 -3.54489 -0.19131
8 C 5.77336 -3.92893 -0.71560
9 H 8.11399 -4.50004 -1.75261
10 H 8.05767 -3.15602 -2.91117
11 H 8.80918 -2.92080 -1.33540
12 H 6.97299 -0.91255 -1.73346
13 H 4.80371 -0.16884 -0.77906
14 H 3.87898 -4.26647 0.24815
15 H 6.05973 -4.98268 -0.69511
16 C -4.29034 3.25663 4.79659
17 O -3.34028 4.30053 4.48754
18 C -2.26154 3.95921 3.73341
19 C -2.03403 2.70681 3.15459
20 C -1.03183 2.53830 2.20032
21 C -0.91688 1.23159 1.45367
22 C -1.67429 1.24834 0.11948
23 C -3.18919 1.42336 0.28357
24 O -3.79219 2.43265 0.65035
25 N -3.77416 0.25146 -0.09708
26 C -5.20380 0.04656 -0.01579
27 C -2.88813 -0.72456 -0.71581
28 C -2.94092 -2.03049 0.09558
29 C -3.30097 -0.94525 -2.18161
30 N -1.58930 -0.02709 -0.59962
31 C -0.40606 -0.53630 -0.99334
32 C -0.28239 -1.77008 -1.61844
33 C 0.89032 -2.31142 -2.12123
34 C 0.95540 -3.58514 -2.78419
35 C 2.19131 -4.07205 -3.29381
36 C 2.26904 -5.30152 -3.93817
37 C 1.11924 -6.09132 -4.10292
38 C -0.11328 -5.62991 -3.62382
39 C -0.20136 -4.39763 -2.98125
40 C -0.17816 3.59503 1.88732
41 C -0.34288 4.84691 2.49343
42 O 0.37121 5.96715 2.20416
43 C 1.51158 5.82321 1.32864
44 C -1.36879 5.01992 3.45120
45 O -1.58093 6.25006 4.00423
46 C -2.44491 7.19510 3.29480
47 H -4.99800 3.71577 5.48789
48 H -4.80576 2.92482 3.88328
49 H -3.79495 2.39808 5.27398
50 H -2.70519 1.87280 3.38508
51 H 0.13542 1.01163 1.22279
52 H -1.32137 0.40470 2.06309
53 H -1.30338 2.07818 -0.51217
54 H -5.66470 0.90311 0.48163
55 H -5.63570 -0.06624 -1.01821
56 H -5.42226 -0.86436 0.55506
57 H -2.77300 -1.80807 1.15919
58 H -3.93040 -2.48819 -0.03154
59 H -2.18551 -2.74991 -0.22649
60 H -3.36129 0.02756 -2.68934
61 H -2.58548 -1.57039 -2.71948
62 H -4.28246 -1.43481 -2.20975
63 H 0.48414 0.07594 -0.81192
64 H -1.18965 -2.35534 -1.73398
65 H 1.80430 -1.73634 -2.02081
66 H 3.07890 -3.44764 -3.16867
67 H 3.22926 -5.65527 -4.31529
68 H 1.18284 -7.06032 -4.59881
69 H -1.01319 -6.23482 -3.74786
70 H -1.17782 -4.05041 -2.63652
71 H 0.60039 3.44858 1.13072
72 H 2.00123 6.79769 1.33668
73 H 2.20050 5.04904 1.69799
74 H 1.18606 5.56810 0.30989
75 H -2.46446 8.08279 3.92829
76 H -2.01021 7.42571 2.31524
77 H -3.44932 6.76802 3.19136

The calculation puts the LUMO energy at -1.8 eV. The electronic energy comes out at -1727.761795 Eh. Its spin multiplicity is 1. The value obtained for the highest occupied orbital energy is -5.4590 eV.

Löwdin analysis output, partial charges in e: C -0.0912; C -0.3289; C -0.0980; C -0.0479; C -0.4918; O -0.1358; C -0.0525; C -0.1005; H 0.0646; H 0.0693; H 0.0717; H 0.1037; H 0.0879; H 0.0923; H 0.0985; C -0.0506; O -0.0668; C -0.1888; C 0.0118; C -0.2239; C -0.0738; C -0.1483; C -0.3677; O 0.0801; N -0.0376; C -0.0071; C -0.4589; C 0.0138; C 0.0126; N 0.0343; C 0.0300; C -0.0688; C 0.0446; C -0.1856; C 0.0062; C -0.0602; C -0.0634; C -0.0773; C -0.0163; C 0.0213; C -0.1936; O -0.0712; C -0.0537; C -0.1535; O -0.0895; C -0.0231; H 0.0921; H 0.0948; H 0.0936; H 0.1134; H 0.1245; H 0.1351; H 0.1763; H 0.0984; H 0.0933; H 0.0928; H 0.1035; H 0.0901; H 0.0757; H 0.1076; H 0.0734; H 0.0895; H 0.1585; H 0.0514; H 0.1061; H 0.1251; H 0.1115; H 0.1074; H 0.1060; H 0.1003; H 0.1147; H 0.0921; H 0.0980; H 0.0930; H 0.0896; H 0.0875; H 0.0883

***

Question: Look up the electronic energy of the first one.
Answer: -286.258399 Eh